# 1
An isolated molecule of C4H7FO2 at a distorted geometry. Source: OMol25; level of theory: ωB97M-V/def2-TZVPD.

Properties
E_tot	-406.899282	Eh
SMILES	OC[C@]1(F)C[C@@H]1O
E_LUMO	0.50	eV
HOMO	-9.39	eV
max |F|	2.3	eV/A
HOMO-LUMO gap	9.9	eV

```
14
Properties=species:S:1:pos:R:3:forces:R:3
O 0.377 0.335 1.666 -0.66 -0.61 -0.41
C 0.848 0.911 0.470 1.46 0.50 -0.03
C 0.127 0.332 -0.670 -1.22 -1.20 -1.47
F 0.537 0.928 -1.877 -0.36 -0.19 0.94
C -1.335 -0.034 -0.554 -0.42 -0.09 0.20
C -0.287 -1.123 -0.753 0.23 0.84 -0.32
O 0.114 -1.983 0.249 -0.06 0.00 0.62
H 0.852 0.704 2.389 0.54 0.40 0.87
H 1.953 0.728 0.343 -0.90 0.37 0.12
H 0.604 1.974 0.437 0.43 0.24 0.14
H -1.928 0.010 0.376 0.93 0.11 -0.16
H -1.972 0.268 -1.373 0.20 -0.27 -0.43
H -0.238 -1.647 -1.695 -0.08 0.35 -0.33
H 0.346 -1.404 0.992 -0.09 -0.44 0.27
```
Positions in Å, forces in eV/Å.

***

# 2
An isolated molecule of C4H7FS at a distorted geometry. Source: OMol25; level of theory: ωB97M-V/def2-TZVPD.

Properties
E_tot	-654.614457	Eh
SMILES	C[C@@]1(F)C[C@@H]1S
E_LUMO	0.92	eV
HOMO	-9.05	eV
max |F|	1.8	eV/A
HOMO-LUMO gap	10.0	eV

```
13
Properties=species:S:1:pos:R:3:forces:R:3
C 1.677 -0.432 -0.585 -0.18 0.67 -0.54
C 0.376 -0.444 0.184 -1.17 0.73 -0.70
F 0.028 -1.632 0.728 0.82 -1.22 0.85
C -0.177 0.734 0.897 0.43 0.80 1.34
C -0.911 0.232 -0.281 -0.66 0.31 -1.66
S -2.523 -0.625 -0.153 0.40 0.12 0.16
H 2.539 -0.466 0.095 -0.25 0.27 -0.16
H 1.728 0.461 -1.280 -0.01 -0.84 1.08
H 1.755 -1.300 -1.231 -0.17 -0.27 -0.08
H -0.605 0.608 1.881 -0.28 -0.59 -0.01
H 0.321 1.695 0.920 0.25 0.00 -0.65
H -0.844 0.746 -1.243 0.12 0.19 0.48
H -3.364 0.424 0.070 0.70 -0.16 -0.11
```
Positions in Å, forces in eV/Å.

***

# 3
A structure of composition C4H7I2N at a distorted geometry. Source: OMol25; level of theory: ωB97M-V/def2-TZVPD.

Properties
E_tot	-806.527899	Eh
E_LUMO (spin up / spin down)	-1.07 / -1.12	eV
HOMO (spin up / spin down)	-7.54 / -7.62	eV
max |F|	3.8	eV/A
HOMO-LUMO gap (spin up / spin down)	6.5 / 6.5	eV

```
14
Properties=species:S:1:pos:R:3:forces:R:3
C 0.117 -0.105 0.221 0.74 -0.02 0.06
C 1.233 0.448 -0.232 -0.75 -1.41 -0.07
C -1.855 1.674 0.103 3.13 -0.91 -2.02
C -1.262 0.324 0.548 -1.99 -1.50 -1.89
N 2.873 -2.758 -0.055 -0.20 -0.95 1.34
I 2.798 -0.930 -0.878 1.04 1.19 -0.92
I 3.725 -4.438 -1.039 -0.70 1.25 -0.23
H 0.185 -1.167 0.384 0.12 -0.49 -0.04
H 1.492 1.468 -0.445 0.14 0.17 -0.18
H -1.080 2.402 0.335 -0.60 0.68 0.09
H -2.128 1.759 -0.986 1.01 -0.48 0.72
H -2.774 1.823 0.501 -2.51 0.80 2.08
H -1.840 -0.501 -0.018 0.51 1.10 0.67
H -1.484 0.001 1.563 0.05 0.59 0.38
```
Positions in Å, forces in eV/Å.

***

# 4
A cluster of 2 separate species, C4H7IN in total at a distorted geometry. Source: OMol25; level of theory: ωB97M-V/def2-TZVPD.

Properties
E_tot	-508.612344	Eh
E_LUMO	-5.06	eV
HOMO	-13.37	eV
net charge	+1
max |F|	3.3	eV/A
HOMO-LUMO gap	8.3	eV

```
13
Properties=species:S:1:pos:R:3:forces:R:3
C 0.574 0.005 1.871 -0.49 -1.34 0.91
C 0.761 0.824 0.664 2.25 -1.34 1.25
C -0.207 -1.515 -0.031 2.67 -1.34 -1.48
C -0.155 -0.976 1.280 0.58 1.16 0.97
N -0.111 -0.038 -0.116 -0.84 -0.93 -1.82
I -1.351 1.949 -2.833 -0.33 1.44 0.99
H -1.084 0.703 -3.686 0.31 -1.41 -0.98
H 0.796 0.216 2.912 0.26 -0.49 -0.18
H 0.441 1.805 0.885 -0.54 1.33 -0.99
H 1.778 0.707 0.255 -0.22 0.71 0.29
H 0.651 -2.120 -0.504 -0.80 1.14 1.31
H -1.069 -1.867 -0.546 -1.15 0.07 0.28
H -1.024 0.307 -0.150 -1.70 1.00 -0.56
```
Positions in Å, forces in eV/Å.

***

# 5
An isolated molecule of C4H7IN2OS at a distorted geometry. Source: OMol25; level of theory: ωB97M-V/def2-TZVPD.

Properties
E_tot	-1037.066133	Eh
E_LUMO	-0.36	eV
HOMO	-8.52	eV
max |F|	4.0	eV/A
HOMO-LUMO gap	8.2	eV

```
16
Properties=species:S:1:pos:R:3:forces:R:3
C -0.194 2.300 -0.797 -0.14 -1.25 1.50
C 0.352 1.237 1.449 3.28 0.38 2.31
C 1.061 -1.639 -0.137 1.35 0.19 -2.48
C 0.111 1.204 0.030 -0.76 -3.05 -1.84
N -0.446 3.319 -1.236 -0.29 1.74 -1.18
N -1.504 -1.521 -0.437 2.42 1.42 0.53
O -0.067 0.022 -2.219 -0.12 -1.50 0.88
S -0.097 -0.308 -0.789 1.43 1.00 0.23
I -3.009 -0.321 -0.065 -2.12 0.73 0.25
H -0.381 1.242 2.221 -1.44 0.23 0.02
H 0.992 0.381 1.752 -0.26 0.16 -0.30
H 1.053 2.089 1.732 -0.90 -0.69 -0.62
H 1.034 -1.767 0.923 -0.30 0.24 0.58
H 0.553 -2.461 -0.626 0.09 -0.46 0.24
H 2.153 -1.689 -0.540 -1.97 0.94 0.66
H -1.611 -2.086 -1.260 -0.28 -0.08 -0.79
```
Positions in Å, forces in eV/Å.

***

# 6
An isolated molecule of C4H7INOP at a distorted geometry. Source: OMol25; level of theory: ωB97M-V/def2-TZVPD.

Properties
E_tot	-925.628717	Eh
SMILES	CC1=N[C@@H](PI)CO1
E_LUMO	0.00	eV
HOMO	-9.02	eV
max |F|	3.6	eV/A
HOMO-LUMO gap	9.0	eV

```
15
Properties=species:S:1:pos:R:3:forces:R:3
C 1.991 -0.398 0.430 1.39 2.17 0.66
C 0.598 0.066 0.258 -0.77 -2.01 -1.55
N -0.098 -0.751 -0.454 -0.90 1.40 0.62
C -1.416 -0.136 -0.520 -1.39 0.53 -2.03
P -2.659 -1.405 0.093 0.37 0.99 1.10
I -4.572 0.173 0.049 -0.03 -0.41 -0.21
C -1.307 1.172 0.264 -1.76 -1.79 2.54
O 0.024 1.239 0.669 2.55 -0.63 0.02
H 2.523 -0.141 -0.529 0.00 0.46 1.32
H 2.099 -1.461 0.429 -0.66 -0.66 0.33
H 2.388 0.020 1.392 0.37 -0.21 -1.21
H -1.761 0.153 -1.586 0.82 -0.77 1.36
H -2.751 -1.989 -1.144 -0.45 -0.38 -0.91
H -1.685 2.008 -0.199 0.07 2.05 -1.86
H -1.935 1.236 1.184 0.38 -0.74 -0.19
```
Positions in Å, forces in eV/Å.

***

# 7
A structure of composition C4H7InO at a distorted geometry. Source: OMol25; level of theory: ωB97M-V/def2-TZVPD.

Properties
E_tot	-421.560133	Eh
E_LUMO (spin up / spin down)	-4.85 / -4.85	eV
HOMO (spin up / spin down)	-13.16 / -13.76	eV
net charge	+1
max |F|	7.5	eV/A
2S+1	2
HOMO-LUMO gap (spin up / spin down)	8.3 / 8.9	eV

```
13
Properties=species:S:1:pos:R:3:forces:R:3
H 0.966 -0.223 -1.742 -0.21 0.03 0.42
C 2.368 -0.221 -0.066 1.22 0.19 -1.43
C 1.012 -0.606 -0.712 0.70 -1.22 0.09
C 1.405 -2.029 -0.740 -0.45 -2.70 -2.27
O 0.860 -2.938 -0.058 5.46 2.24 -4.62
In -0.476 -3.221 1.202 -5.00 -1.31 4.74
H 2.524 0.850 -0.258 0.07 -0.38 0.26
H 2.296 -0.386 1.024 0.57 -0.22 -0.59
H 0.145 -0.432 -0.064 0.13 0.18 -0.51
H 2.318 -2.409 -1.478 -2.42 1.18 1.64
C 3.553 -1.040 -0.940 0.03 2.85 3.65
H 4.201 -0.237 -1.339 -0.14 -1.07 -0.37
H 4.013 -1.792 -0.268 0.04 0.23 -1.01
```
Positions in Å, forces in eV/Å.

***

# 8
A structure of composition C4H7KO2 at a distorted geometry. Source: OMol25; level of theory: ωB97M-V/def2-TZVPD.

Properties
E_tot	-906.654449	Eh
E_LUMO (spin up / spin down)	-3.97 / -4.93	eV
HOMO (spin up / spin down)	-12.88 / -12.99	eV
net charge	+1
max |F|	6.3	eV/A
2S+1	2
HOMO-LUMO gap (spin up / spin down)	8.9 / 8.1	eV

```
14
Properties=species:S:1:pos:R:3:forces:R:3
O 5.320 1.081 -0.802 -0.10 0.17 0.09
C 3.966 0.795 -1.071 -0.04 -0.51 -0.18
C 3.119 1.863 -0.381 0.38 0.44 0.36
C 0.579 1.640 -0.820 -2.68 -4.95 2.78
C 1.742 1.415 -0.129 -3.04 -1.22 2.31
H 5.872 0.390 -1.177 0.04 -0.03 -0.05
H 3.687 -0.201 -0.688 0.07 0.19 -0.07
H 3.767 0.810 -2.155 -0.02 -0.03 0.25
H 3.121 2.785 -0.980 -0.05 -0.24 0.12
H 3.593 2.105 0.587 -0.11 -0.19 -0.35
H 1.094 0.711 0.826 3.22 2.22 -2.05
H 0.401 1.540 -1.897 -0.23 1.19 0.37
O -0.484 0.878 0.025 2.09 2.82 -3.44
K -3.415 0.144 0.693 0.45 0.13 -0.12
```
Positions in Å, forces in eV/Å.

***

# 9
A structure of composition C4H7LiO2 at a distorted geometry. Source: OMol25; level of theory: ωB97M-V/def2-TZVPD.

Properties
E_tot	-314.450816	Eh
E_LUMO (spin up / spin down)	-0.71 / -0.71	eV
HOMO (spin up / spin down)	-8.06 / -8.06	eV
max |F|	4.2	eV/A
HOMO-LUMO gap (spin up / spin down)	7.4 / 7.4	eV

```
14
Properties=species:S:1:pos:R:3:forces:R:3
H -1.050 -1.503 -0.104 -3.44 1.13 -2.22
O -2.317 0.191 -1.158 0.79 -0.66 0.96
C -2.162 -0.651 -0.304 1.08 -3.01 -2.11
H -3.029 -1.080 0.246 0.70 0.51 0.74
C -0.838 0.196 1.152 2.99 -0.65 2.67
C 0.024 -0.930 1.065 -0.57 3.44 2.18
C 1.433 -0.800 0.502 0.10 -0.52 -1.72
H -1.566 0.204 1.972 0.04 0.34 -0.54
H -0.487 1.115 0.668 -0.67 -0.31 0.02
H -0.109 -1.713 1.823 -0.28 -0.23 -0.66
H 1.415 0.044 -0.233 -0.05 -0.31 0.27
H 1.624 -1.712 -0.114 0.11 0.30 0.26
O 2.366 -0.625 1.497 -1.20 0.57 1.02
Li 1.495 0.381 2.799 0.40 -0.60 -0.86
```
Positions in Å, forces in eV/Å.